{"formula": "C18H13N5O", "method": "ωB97M-V with the def2-TZVPD basis set", "symbols": ["H", "N", "C", "O", "C", "N", "C", "C", "C", "C", "C", "C", "C", "N", "C", "C", "C", "C", "C", "C", "N", "C", "C", "C", "N", "H", "H", "H", "H", "H", "H", "H", "H", "H", "H", "H", "H"], "xyz": [[4.616293, 2.660266, 1.335466], [3.874904, 3.033189, 0.684229], [2.708453, 2.383864, 0.770862], [2.576482, 1.317642, 1.628395], [1.636790, 0.361094, 1.161801], [1.062853, -0.601915, 1.971542], [0.016362, -1.113893, 1.406433], [-0.841181, -2.198319, 1.911561], [-1.050683, -2.518274, 3.267016], [-1.722270, -3.710382, 3.724692], [-2.130753, -4.622705, 2.744276], [-1.851046, -4.406485, 1.363220], [-1.263913, -3.200058, 0.953765], [-0.032857, -0.550735, 0.158478], [0.957123, 0.399926, -0.022489], [1.307975, 1.383581, -1.042725], [0.282312, 1.477037, -2.089627], [-0.924010, 2.204751, -2.056696], [-1.774183, 2.276311, -3.108811], [-1.388016, 1.554691, -4.259626], [-0.184015, 0.933149, -4.295839], [0.546438, 0.911146, -3.245941], [1.743458, 2.740785, -0.333200], [0.787695, 3.687021, 0.194245], [0.037558, 4.445787, 0.643203], [-0.724154, -1.768435, 4.007570], [-2.016679, -3.939479, 4.710884], [-2.610343, -5.558837, 2.995018], [-2.108485, -5.203010, 0.744856], [-0.992090, -3.141876, -0.080766], [-0.602682, -0.929106, -0.547890], [2.222428, 1.002361, -1.462094], [-1.318723, 2.690028, -1.163665], [-2.745410, 2.739682, -3.051746], [-1.959380, 1.576481, -5.168948], [1.519211, 0.388684, -3.331356], [2.344539, 3.296034, -1.116094]], "forces_ev_per_angstrom": [[-1.314, 0.288, -0.521], [-2.749, -2.094, 1.076], [6.048, 1.334, -0.316], [-1.440, -0.711, -1.198], [-1.613, -0.747, 1.053], [1.771, 1.445, 2.604], [1.476, 1.072, -1.049], [-0.466, -2.791, -0.733], [-0.424, 0.350, 0.852], [0.285, 0.881, -3.297], [0.801, 0.636, -0.781], [0.262, 2.093, 2.622], [0.129, -0.487, 1.399], [-0.853, 0.145, -0.791], [0.454, -0.753, 2.619], [-0.772, 0.917, 0.787], [-1.762, 2.753, 1.665], [-0.009, 0.243, 2.320], [-0.095, -1.540, -2.023], [1.618, 0.468, 0.890], [-3.217, 0.162, -2.899], [3.155, -2.006, -1.340], [0.657, -0.602, -1.259], [-1.835, 0.594, 0.475], [0.814, -0.762, -0.498], [-0.096, -0.533, -0.370], [0.234, 0.299, 1.183], [-0.064, 0.040, 0.264], [-0.269, -0.858, -1.484], [0.059, 0.384, -0.461], [-0.821, -0.032, -1.056], [0.504, 0.204, -0.603], [0.685, -0.047, 0.148], [0.032, 0.272, 0.053], [-0.191, -0.193, -0.228], [-0.462, 0.122, -0.197], [-0.533, -0.548, 1.094]], "energy_ha": -1042.670791, "smiles": "[H]/N=C1\\Oc2nc(-c3ccccc3)[nH]c2[C@@H](c2cccnc2)[C@H]1C#N", "charge": 0}